# 1
11
Properties=species:S:1:pos:R:3 method="wB97M-V/def2-TZVPD" max_force_ev_per_a=1.8 energy_ha=-380.3888 de_lowest_kj_mol=415.4 homo_lumo_gap_ev="8.77 / 7.41" lumo_energy_ha="-0.00063 / -0.03675" charge=0
O 0.798 0.831 -1.928
C 0.852 0.244 -0.882
O 1.961 -0.367 -0.288
C 1.153 -0.930 0.785
C -0.008 -0.218 0.171
C -1.896 0.823 -0.098
O -1.343 -0.316 0.198
H 1.486 -0.558 1.761
H 1.173 -2.023 0.760
H -2.852 0.798 -0.602
H -1.325 1.716 0.122

=====

# 2
11
Properties=species:S:1:pos:R:3 method="wB97M-V/def2-TZVPD" max_force_ev_per_a=0.7 energy_ha=-380.4966 de_lowest_kj_mol=132.5 homo_lumo_gap_ev=8.85 lumo_energy_ha=-0.03389 charge=0
C 1.506 0.436 -0.086
C 0.158 0.780 0.467
O -0.287 1.894 0.627
C -0.815 -0.380 0.696
O -1.087 -0.880 1.760
C -1.493 -0.842 -0.595
O -0.924 -0.746 -1.655
H 2.047 -0.257 0.568
H 2.088 1.343 -0.261
H 1.311 -0.079 -1.034
H -2.504 -1.271 -0.488

=====

# 3
14
Properties=species:S:1:pos:R:3 method="wB97M-V/def2-TZVPD" max_force_ev_per_a=3.9 spin_multiplicity=2 energy_ha=-745.3033 de_lowest_kj_mol=0.0 homo_lumo_gap_ev="5.40 / 7.46" s2=0.754 lumo_energy_ha="0.13322 / 0.13160" charge=-1
O 0.552 0.760 -0.729
H -2.608 -0.939 0.809
O -1.336 0.656 0.559
C -1.694 -0.689 0.255
C -0.471 -1.503 0.706
O 0.434 -0.518 1.194
C 0.075 0.729 0.628
H -1.888 -0.809 -0.822
H -0.025 -2.064 -0.129
H -0.697 -2.202 1.523
Sn 1.116 2.469 0.912
C 1.964 1.198 -1.502
O 2.170 0.807 -2.625
O 2.409 2.105 -0.779

=====

# 4
14
Properties=species:S:1:pos:R:3 method="wB97M-V/def2-TZVPD" max_force_ev_per_a=4.6 energy_ha=-703.5064 de_lowest_kj_mol=182.1 homo_lumo_gap_ev=5.62 lumo_energy_ha=0.09661 charge=-1
O -2.397 2.343 1.047
C -1.336 1.890 0.555
O -0.333 2.531 0.175
O -1.436 0.634 0.018
C -2.828 0.241 -0.575
H -3.697 0.829 -0.236
C -2.757 0.354 -2.088
H -2.515 1.374 -2.454
H -2.016 -0.340 -2.520
H -3.734 0.073 -2.517
C 0.985 -0.510 3.320
O 0.103 -1.172 2.947
O 1.879 0.092 3.732
Tl -1.832 -1.240 1.110

=====

# 5
10
Properties=species:S:1:pos:R:3 method="wB97M-V/def2-TZVPD" max_force_ev_per_a=5.1 energy_ha=-628.1723 de_lowest_kj_mol=164.7 homo_lumo_gap_ev=8.67 lumo_energy_ha=-0.00896 charge=0
C -0.485 -1.160 -0.902
C 0.508 -0.358 -0.159
S 2.039 -0.746 0.096
C -0.168 1.129 0.456
C 0.396 1.709 1.456
O 0.940 2.181 2.366
H -0.605 -2.122 -0.402
H -0.100 -1.379 -1.898
H -1.459 -0.683 -0.983
H -1.066 1.429 -0.031

=====

# 6
10
Properties=species:S:1:pos:R:3 method="wB97M-V/def2-TZVPD" max_force_ev_per_a=5.0 spin_multiplicity=2 energy_ha=-442.8025 homo_lumo_gap_ev="9.10 / 5.71" s2=0.827 lumo_energy_ha="-0.61792 / -0.71541" charge=+3
H 1.413 0.543 0.458
C 0.208 -1.656 -2.076
C -0.092 -0.770 -1.279
C -0.342 0.243 -0.406
C 0.354 0.323 0.899
O -0.007 1.245 1.764
H 0.498 -2.410 -2.799
H -1.192 0.916 -0.592
H 0.491 -0.671 1.404
Sn -1.332 2.237 2.627

=====

# 7
10
Properties=species:S:1:pos:R:3 method="wB97M-V/def2-TZVPD" max_force_ev_per_a=8.9 spin_multiplicity=2 energy_ha=-401.4593 de_lowest_kj_mol=588.8 homo_lumo_gap_ev="6.60 / 5.60" s2=0.758 lumo_energy_ha="-0.45233 / -0.48904" charge=+2
C 1.813 1.553 -1.846
C 1.975 0.803 -0.898
H 2.501 0.236 -0.145
H 1.425 2.163 -2.644
C -0.608 -0.111 0.108
C -0.681 -0.946 1.144
O -1.789 -1.406 1.719
Tl -3.561 -1.396 1.487
H -1.328 0.381 -0.548
H 0.252 -1.276 1.624

=====

# 8
10
Properties=species:S:1:pos:R:3 method="wB97M-V/def2-TZVPD" max_force_ev_per_a=3.5 spin_multiplicity=5 energy_ha=-1173.5022 de_lowest_kj_mol=342.2 homo_lumo_gap_ev="6.05 / 6.58" s2=6.032 lumo_energy_ha="-0.23510 / -0.23682" charge=+1
C 1.779 1.533 -1.825
C 1.946 0.785 -0.876
H 2.477 0.221 -0.125
H 1.385 2.141 -2.622
C -0.596 -0.101 0.096
C -0.669 -0.937 1.131
O -1.777 -1.397 1.707
V -3.492 -1.367 1.463
H -1.318 0.390 -0.559
H 0.265 -1.268 1.611

=====

# 9
9
Properties=species:S:1:pos:R:3 method="wB97M-V/def2-TZVPD" max_force_ev_per_a=4.2 energy_ha=-552.8464 de_lowest_kj_mol=382.4 homo_lumo_gap_ev=8.65 lumo_energy_ha=-0.01229 charge=0
C 1.025 -2.622 -0.558
C 1.587 -1.494 -0.223
S 1.803 0.021 0.048
H 1.689 -3.395 -0.864
H 0.262 -2.906 0.155
C -1.068 2.346 0.255
C -2.147 2.898 0.356
H -0.117 1.843 0.186
H -3.033 3.309 0.645

=====

# 10
10
Properties=species:S:1:pos:R:3 method="wB97M-V/def2-TZVPD" max_force_ev_per_a=1.5 energy_ha=-951.0580 de_lowest_kj_mol=300.6 homo_lumo_gap_ev="6.22 / 7.51" lumo_energy_ha="-0.05957 / -0.03212" charge=0
C -1.080 1.446 -0.044
C -0.049 0.754 -0.313
C 1.550 -0.841 0.471
C 0.827 -0.263 -0.530
S -2.648 0.474 0.236
S -1.995 -1.319 -0.067
H -1.249 2.499 0.033
H 2.244 -1.638 0.274
H 1.429 -0.528 1.494
H 0.969 -0.585 -1.555

=====

# 11
11
Properties=species:S:1:pos:R:3 method="wB97M-V/def2-TZVPD" max_force_ev_per_a=3.1 energy_ha=-1349.2793 de_lowest_kj_mol=196.0 homo_lumo_gap_ev=8.24 lumo_energy_ha=-0.01302 charge=0
C -1.293 -0.661 0.042
C -0.283 -0.883 0.661
C 0.738 1.671 -1.349
C 0.936 -0.780 1.361
S 0.810 0.787 -2.594
S -2.819 -0.919 -0.684
S 0.608 2.925 -0.402
H -2.554 0.094 -1.599
H 0.881 0.208 1.811
H 1.798 -0.775 0.808
H 1.178 -1.667 1.943

=====

# 12
11
Properties=species:S:1:pos:R:3 method="wB97M-V/def2-TZVPD" max_force_ev_per_a=3.1 energy_ha=-1349.2579 de_lowest_kj_mol=252.1 homo_lumo_gap_ev=8.67 lumo_energy_ha=0.00031 charge=0
C -1.111 -0.780 -0.209
C -0.662 0.190 0.356
C 2.070 0.007 -1.244
C -0.580 1.319 1.215
S 2.458 0.748 0.085
S -1.312 -2.197 -1.106
S 1.663 -0.767 -2.502
H -0.775 -3.469 -0.904
H -1.146 1.198 2.230
H -1.090 2.108 0.693
H 0.486 1.643 1.386

=====

# 13
17
Properties=species:S:1:pos:R:3 method="wB97M-V/def2-TZVPD" max_force_ev_per_a=2.2 spin_multiplicity=2 energy_ha=-761.3091 de_lowest_kj_mol=74.3 homo_lumo_gap_ev="5.44 / 6.57" s2=0.753 lumo_energy_ha="-0.07253 / -0.07253" charge=0
C 0.858 1.120 -0.490
C -0.578 0.712 -0.761
O -1.224 0.562 0.495
C -2.548 0.343 0.507
O -3.193 0.286 -0.569
O -3.078 0.200 1.637
H 1.515 0.587 -1.199
H 1.088 0.970 0.578
H -0.605 -0.235 -1.317
H -1.090 1.478 -1.360
Ag -5.549 -0.258 0.792
O 1.887 -3.172 0.363
C 2.501 -2.105 0.521
O 3.628 -1.937 1.015
Li 3.589 -3.952 1.134
O 0.954 2.553 -0.777
H 1.845 2.850 -0.569

=====

# 14
12
Properties=species:S:1:pos:R:3 method="wB97M-V/def2-TZVPD" max_force_ev_per_a=5.7 spin_multiplicity=3 energy_ha=-451.8863 de_lowest_kj_mol=193.5 homo_lumo_gap_ev="9.28 / 7.63" s2=2.009 lumo_energy_ha="-0.37224 / -0.46840" charge=+2
H -0.037 0.924 -1.172
O -0.391 -2.385 0.362
C -0.471 -1.056 0.132
C 0.473 -0.439 -0.707
C 0.872 0.187 0.624
C 0.531 1.530 0.723
O -0.077 2.103 -0.276
Ag -1.263 3.700 -0.315
H -1.263 -2.790 0.330
H -1.418 -0.563 0.364
H 1.246 -1.065 -1.153
H 1.799 -0.145 1.088

=====

# 15
10
Properties=species:S:1:pos:R:3 method="wB97M-V/def2-TZVPD" max_force_ev_per_a=4.6 energy_ha=-180.0127 de_lowest_kj_mol=397.8 homo_lumo_gap_ev="8.21 / 6.80" lumo_energy_ha="-0.02971 / -0.03642" charge=0
B 0.545 0.994 -0.553
C -0.390 1.203 0.576
C 0.441 -0.319 -1.281
C -0.898 -0.013 0.595
C -0.466 -0.857 -0.450
H 2.534 0.230 0.674
H -0.594 2.051 1.256
H 1.043 -0.839 -1.864
H -1.561 -0.519 1.402
H -0.655 -1.931 -0.355

=====

# 16
10
Properties=species:S:1:pos:R:3 method="wB97M-V/def2-TZVPD" max_force_ev_per_a=4.8 energy_ha=-180.1026 de_lowest_kj_mol=161.9 homo_lumo_gap_ev=8.06 lumo_energy_ha=-0.04260 charge=0
B 1.118 -0.306 0.053
C 0.677 1.152 -0.120
C -0.154 -1.175 0.274
C -0.696 1.069 -0.098
C -1.163 -0.353 0.205
H 2.648 -1.202 0.107
H 1.339 1.894 -0.405
H -0.112 -2.184 0.273
H -1.421 1.727 -0.326
H -2.235 -0.623 0.036

=====

# 17
16
Properties=species:S:1:pos:R:3 method="wB97M-V/def2-TZVPD" max_force_ev_per_a=3.6 energy_ha=-631.8571 de_lowest_kj_mol=0.0 homo_lumo_gap_ev=6.48 lumo_energy_ha=0.21571 charge=-2
O 2.451 1.400 -1.031
C 1.901 0.583 -0.316
O 2.380 -0.568 -0.135
C 0.656 0.972 0.514
C -0.715 0.407 -0.015
B -0.596 -1.120 -0.550
O 0.392 -2.014 -0.072
O -1.286 -1.507 -1.648
C -1.793 0.681 1.112
O -1.433 0.492 2.289
O -2.896 0.934 0.613
H 0.689 2.003 0.503
H 0.915 0.762 1.515
H -0.905 0.858 -1.024
H 1.216 -1.482 0.225
H -0.977 -2.403 -1.981

=====

# 18
12
Properties=species:S:1:pos:R:3 method="wB97M-V/def2-TZVPD" max_force_ev_per_a=3.7 energy_ha=-7877.2954 de_lowest_kj_mol=322.7 homo_lumo_gap_ev="7.93 / 7.94" lumo_energy_ha="-0.02095 / -0.02092" charge=0
C -0.313 -1.609 -0.140
C -0.501 -0.371 0.073
C -0.007 0.957 0.070
C -2.868 0.097 0.099
Br -3.238 0.980 -1.684
Br -3.513 -1.833 0.089
Br -3.209 1.115 1.657
H -1.106 -2.369 -0.177
H 0.735 -1.971 -0.122
H -0.377 1.489 0.871
H 1.009 1.101 -0.082
H -0.471 1.296 -0.880

=====

# 19
12
Properties=species:S:1:pos:R:3 method="wB97M-V/def2-TZVPD" max_force_ev_per_a=3.9 energy_ha=-2838.7212 de_lowest_kj_mol=557.3 homo_lumo_gap_ev=7.35 lumo_energy_ha=-0.02759 charge=0
C 0.529 2.456 0.461
C -1.685 -0.292 0.378
C 1.260 0.155 0.566
C 0.564 -0.813 -0.397
N 0.761 1.302 0.609
N -0.886 -0.871 -0.249
Br -1.442 -2.274 -2.164
H -0.303 3.101 0.825
H -2.693 -0.086 0.851
H 2.182 -0.291 1.031
H 0.664 -0.638 -1.495
H 1.049 -1.749 -0.415

=====

# 20
12
Properties=species:S:1:pos:R:3 method="wB97M-V/def2-TZVPD" max_force_ev_per_a=4.0 energy_ha=-2879.8674 de_lowest_kj_mol=53.9 homo_lumo_gap_ev=11.05 lumo_energy_ha=0.02058 charge=0
C -0.087 -0.654 -0.885
C 0.988 0.182 -0.167
Br 2.655 -0.659 0.147
C 0.607 1.153 0.917
C 0.823 2.333 -0.059
O 0.690 3.487 0.067
O 1.316 1.562 -1.094
H 0.244 -1.299 -1.808
H -0.991 -0.099 -1.041
H -0.103 -1.548 -0.210
H 1.220 1.039 1.799
H -0.426 0.870 1.114